1.
A structure of composition C22H32N4O4S2SbSe4V in a non-equilibrium geometry. Source: OMol25; level of theory: the ωB97M-V functional and the def2-TZVPD basis.

```
! RIJCOSX wB97M-V def2-TZVPD def2/J DEFGRID3
* xyz 1 2
Sb -0.51686 0.83681 -3.81319
Se -1.24530 3.09804 -4.30824
Se 1.55888 0.37393 -5.05455
Se -2.08661 -0.40085 -5.22142
Se -0.17685 0.35397 -1.43659
V 0.08660 -0.00816 0.53278
S 0.37093 -0.77688 2.71745
S 2.19393 0.91652 0.11185
O 1.62687 -0.60555 0.33156
O 0.56452 0.67533 2.37997
O -3.26516 0.69656 -0.30410
O -1.52469 0.22250 1.00081
N -5.77067 -0.25831 -2.42523
N -1.67614 -2.39767 0.02302
N -4.34885 1.07376 -3.64729
N -5.83640 2.03295 -2.17872
C -2.57922 -0.11111 0.27061
C 3.40437 0.59424 2.72994
C 2.48671 3.34676 1.64117
C -2.89926 -1.63837 0.29741
C 0.30111 4.56416 0.45236
C -4.09652 -1.98670 -0.58914
C 3.62798 0.64793 1.20748
C 2.00441 -1.60712 2.83289
C -0.32242 0.43262 6.49571
C -0.08060 0.43177 5.12894
C 3.17261 -0.78603 3.36742
C 0.01599 -0.77846 4.46692
C 1.00444 5.23629 1.44061
C 0.66043 3.27280 0.10075
C -0.46411 -0.76935 7.17274
C 2.11134 4.63247 2.00798
C 1.72540 2.63037 0.72228
C -3.85108 -1.78866 -2.08057
C -5.30300 0.94266 -2.75308
C -0.40320 -1.97711 6.48838
C -0.17726 -1.98760 5.12276
C -5.14759 -1.50518 -2.83745
H -3.96282 0.29021 -4.17809
H -6.53327 1.96568 -1.46157
H -1.55601 -2.49692 -0.97863
H 2.70791 5.15383 2.74502
H -5.85574 -2.31164 -2.64807
H -4.93675 -1.48949 -3.90635
H -0.52788 5.03584 -0.05645
H 4.29878 1.01238 3.19941
H 4.30445 1.45709 0.93456
H -0.63424 -0.76803 8.24085
H 1.80416 -2.46056 3.48287
H -4.38624 -3.02269 -0.39672
H 4.04481 -0.28799 0.83320
H -6.48633 -0.30133 -1.72174
H 0.69993 6.22525 1.75519
H -5.50487 2.94532 -2.43212
H 2.22831 -2.00797 1.84984
H -0.14864 -2.92677 4.58282
H -3.99358 1.97695 -3.91816
H -1.75276 -3.33809 0.39555
H 2.58621 1.24230 3.01680
H -3.16726 -1.82005 1.34394
H -0.39168 1.37278 7.02462
H 4.07185 -1.39626 3.25486
H 0.03171 1.36031 4.58413
H -3.15557 -0.96309 -2.21482
H 3.02398 -0.61553 4.43682
H 0.08523 2.82216 -0.69389
H -4.91223 -1.34247 -0.25281
H 3.38649 2.94925 2.08124
H -3.41450 -2.68010 -2.53133
H -0.52570 -2.91204 7.01729
*
```

The HOMO energy (spin up / spin down) is -9.221 / -9.198 eV. The value obtained for the frontier orbital gap (spin up / spin down) is 5.41 / 5.13 eV. The calculation puts the LUMO energy (spin up / spin down) at -3.81 / -4.06 eV.

---

2.
The molecule C6H8N2 in a non-equilibrium geometry. Source: OMol25; level of theory: the ωB97M-V functional and the def2-TZVPD basis.

```
! RIJCOSX wB97M-V def2-TZVPD def2/J DEFGRID3
* xyz 0 1
N -0.20150 0.92271 -0.62225
N -1.40857 1.11531 -0.60785
C 0.24189 -1.32113 -0.46692
C 1.47858 -1.28324 0.25372
C -2.09006 -0.90719 0.25959
C 0.58329 1.58995 0.28865
C -2.43455 0.42064 -0.21607
C -0.98955 -1.46804 0.07322
H 1.34851 -0.64069 1.13865
H 0.78967 1.03109 1.18768
H -3.31645 0.89075 -0.62764
H 0.03553 2.45234 0.59202
H 2.31610 -0.80663 -0.38115
H 1.74847 -2.29447 0.52669
H 1.51347 2.03078 0.05320
H 0.38518 -1.73219 -1.45155
*
```

The HOMO energy (spin up / spin down) is -7.579 / -7.621 eV. The value obtained for the frontier orbital gap (spin up / spin down) is 7.71 / 7.53 eV. The structure (SMILES) is CC=C=C=C/N=N/C. The calculation puts the LUMO energy (spin up / spin down) at 0.13 / -0.09 eV.

---

3.
A cluster of 2 separate species, C33H44P in total in a non-equilibrium geometry. Source: OMol25; level of theory: the ωB97M-V functional and the def2-TZVPD basis.

```
! RIJCOSX wB97M-V def2-TZVPD def2/J DEFGRID3
* xyz 1 1
P -0.65631 1.86534 1.74651
C -3.10096 0.57505 1.27261
C 2.34735 1.96003 -4.10459
C 0.90883 -0.96171 -2.26138
C -5.19626 1.02841 2.70315
C 2.57886 -6.00820 -0.04559
C 1.21458 -2.12564 -1.58545
C 0.85965 -4.38751 -0.60979
C -3.69138 -3.31575 -2.74710
C 4.12759 0.91792 -2.82470
C 0.35988 -3.21994 -1.34778
C 0.03712 -4.94224 0.39583
C -0.18480 4.36649 0.49309
C -0.12192 5.22638 -0.77942
C 1.63082 2.81807 3.96513
C -1.57346 0.36190 1.20076
C 1.12785 1.40456 1.80980
C -2.90904 -4.47747 -2.78467
C 0.77334 4.61010 -1.84788
C 2.27407 2.80928 5.35915
C -0.77399 2.96764 0.26601
C -1.02689 -3.25069 -1.82373
C 0.51663 -5.93618 1.23556
C -3.67128 0.87414 2.66830
C 1.46390 0.97879 -3.67599
C 1.87828 -0.01405 -2.74244
C 3.25220 -0.07128 -2.38263
C 1.78468 -6.48692 1.00750
C -1.82868 -2.09245 -1.81495
C 3.67666 1.95145 -3.65579
C -1.60699 -4.46202 -2.28946
C 1.68040 1.46037 3.25112
C 2.14349 -4.93705 -0.82440
C -3.14971 -2.12289 -2.25504
H 5.16923 0.88370 -2.51216
H -0.31645 2.47389 -0.60276
H -5.53774 1.16287 3.73274
H 3.31521 2.47422 5.32387
H -1.27218 -0.47622 1.84577
H 1.99602 2.73213 -4.78873
H 3.54774 -6.46505 -0.24681
H -0.78426 4.89834 1.24528
H 1.11752 0.74416 3.86471
H 1.73588 2.16284 6.05855
H 1.24070 0.38211 1.41638
H 0.44699 0.92032 -4.07283
H 2.77113 -4.54039 -1.62718
H -3.73868 -1.20999 -2.20916
H -1.02092 -5.38222 -2.26358
H -0.10304 -6.27929 2.06107
H -0.96567 -4.53489 0.53726
H 1.69477 2.06260 1.13760
H -5.70692 0.14664 2.30453
H 0.83023 4.28407 0.90238
H -3.61112 -0.30817 0.86336
H 4.35338 2.75386 -3.95087
H 2.27219 3.81652 5.78221
H 2.72210 1.11095 3.24319
H -1.13387 5.36510 -1.17573
H -1.26433 0.08815 0.18009
H -3.36998 1.41638 0.61964
H 0.58958 3.15080 4.06148
H -1.84924 3.06658 0.04588
H -3.21670 1.79361 3.05880
H -3.38278 0.07176 3.35755
H 3.61584 -0.90954 -1.79060
H -5.53307 1.90035 2.13408
H -3.31971 -5.40200 -3.18587
H -1.41444 -1.16633 -1.42199
H 2.15154 -7.29140 1.65343
H 0.37169 3.65174 -2.19027
H 1.78196 4.42721 -1.46234
H 2.24321 -2.25510 -1.24375
H -0.08872 -0.80310 -2.67123
H 0.86058 5.26029 -2.72441
H 0.24401 6.22576 -0.51277
H -4.72783 -3.33669 -3.09999
H 2.14165 3.56950 3.35145
*
```

The HOMO energy is -9.893 eV. The value obtained for the frontier orbital gap is 4.37 eV. The calculation puts the LUMO energy at -5.52 eV.

---

4.
A structure of composition C12H16N3 in a non-equilibrium geometry. Source: OMol25; level of theory: the ωB97M-V functional and the def2-TZVPD basis.

```
! RIJCOSX wB97M-V def2-TZVPD def2/J DEFGRID3
* xyz 1 1
N -1.13096 -1.18709 0.59826
N 0.75363 -2.39023 0.16227
N -1.18979 1.33211 0.43603
C 3.84729 -0.72116 -0.29817
C 1.58245 -1.38351 -0.09443
C 3.47176 0.62222 -0.68003
C -0.04438 -0.01462 -1.63910
C 1.09264 0.05505 -0.53241
C 2.22619 1.02004 -0.75892
C -0.46901 -2.24739 0.62412
C -0.85910 2.75038 0.33496
C 2.93175 -1.64185 -0.00599
C -2.56820 1.07725 -0.02731
C -0.33392 0.28039 -0.23015
C -0.93916 -3.56137 1.12248
H -0.60456 -0.88536 -2.05195
H 4.25842 1.22574 -0.97480
H -1.06385 1.04537 1.42402
H -3.31168 1.94331 0.27920
H -2.00911 -3.86906 1.19859
H -1.32149 3.08520 -0.58790
H 4.81318 -1.03657 -0.25485
H 0.14740 0.83596 -2.39717
H -2.58384 0.99326 -1.07110
H 2.09135 2.07991 -0.96823
H 3.11526 -2.70503 0.17757
H -1.39453 3.28424 1.14274
H -0.34510 -4.33461 0.55667
H 0.16952 2.94144 0.38392
H -2.88002 0.08963 0.30584
H -0.55633 -3.76650 2.16187
*
```

The HOMO energy (spin up / spin down) is -12.058 / -12.058 eV. The value obtained for the frontier orbital gap (spin up / spin down) is 7.78 / 7.78 eV. The calculation puts the LUMO energy (spin up / spin down) at -4.27 / -4.27 eV.

---

5.
A structure of composition C5H5FO in a non-equilibrium geometry. Source: OMol25; level of theory: the ωB97M-V functional and the def2-TZVPD basis.

```
! RIJCOSX wB97M-V def2-TZVPD def2/J DEFGRID3
* xyz 0 1
F 1.34550 -1.38912 -0.92863
O 0.01738 1.49317 0.35155
C 0.61253 0.17000 0.90001
C -0.32682 0.56691 -0.77332
C 0.99611 -0.08122 -0.57966
C -0.67196 -0.60679 0.98861
C -1.39986 -0.27653 -0.13793
H 1.86545 0.52673 -1.00777
H -0.64701 -1.48261 1.72248
H 1.28434 0.40787 1.57339
H -0.69623 1.13071 -1.64140
H -2.37944 -0.45912 -0.46733
*
```

The HOMO energy is -9.411 eV. The value obtained for the frontier orbital gap is 10.27 eV. The calculation puts the LUMO energy at 0.86 eV.

---

6.
A structure of composition C2H4N2S3 in a non-equilibrium geometry. Source: OMol25; level of theory: the ωB97M-V functional and the def2-TZVPD basis.

```
! RIJCOSX wB97M-V def2-TZVPD def2/J DEFGRID3
* xyz 0 1
S -3.03759 -0.02137 -0.06426
S 2.63124 -1.39753 0.02022
S 1.80019 2.08098 0.11359
N -1.30594 -0.44937 0.17114
N 1.09698 -0.69327 -0.01256
C 0.77640 0.67513 -0.12751
C -0.70781 0.67564 -0.21847
H 3.24820 -0.28294 -0.42914
H -3.84838 -1.13451 1.21486
H -0.98322 1.75862 -0.33376
H 0.32994 -1.21139 -0.33412
*
```

The HOMO energy is -8.797 eV. The value obtained for the frontier orbital gap is 7.50 eV. The calculation puts the LUMO energy at -1.30 eV.

---

7.
A structure of composition C4H5BiO2 in a non-equilibrium geometry. Source: OMol25; level of theory: the ωB97M-V functional and the def2-TZVPD basis.

```
! RIJCOSX wB97M-V def2-TZVPD def2/J DEFGRID3
* xyz 1 2
Bi 4.21416 1.59363 -0.58886
O 2.46138 1.21633 0.85698
O -1.85179 -2.08739 -0.58703
C 1.29382 1.02974 0.79605
C -0.66240 -0.44666 0.51886
C 0.03775 0.87311 0.47793
C -1.21126 -0.90584 -0.85190
H -1.78463 -0.02051 -1.22825
H -1.47081 -0.41461 1.26493
H -0.45799 1.76826 0.08742
H -0.21543 -1.51648 0.80108
H -0.35279 -1.08958 -1.54721
*
```

The HOMO energy (spin up / spin down) is -13.356 / -13.825 eV. The value obtained for the frontier orbital gap (spin up / spin down) is 7.39 / 7.53 eV. The calculation puts the LUMO energy (spin up / spin down) at -5.96 / -6.30 eV.

---

8.
A cluster of 2 separate species, C4H11NO in total in a non-equilibrium geometry. Source: OMol25; level of theory: the ωB97M-V functional and the def2-TZVPD basis.

```
! RIJCOSX wB97M-V def2-TZVPD def2/J DEFGRID3
* xyz 1 2
O -1.51774 2.01579 2.82709
N -1.64766 -0.01923 1.89684
C -1.20087 1.21425 1.91726
C 1.02469 -1.48625 -0.93495
C 1.08749 -0.87671 -2.32935
C -0.21017 1.70279 0.89734
H 1.30594 -1.65561 -3.05758
H 0.00551 -1.80345 -0.68209
H -1.54240 -0.55890 1.03450
H -2.41686 -0.25824 2.51304
H 0.14137 2.70896 1.08354
H 1.69203 -2.32832 -0.80497
H 1.87490 -0.14038 -2.42721
H 0.65869 1.04896 0.95966
H 1.26031 -0.75785 -0.15124
H 0.16650 -0.39697 -2.66147
H -0.68172 1.59114 -0.08039
*
```

The HOMO energy (spin up / spin down) is -15.115 / -15.114 eV. The value obtained for the frontier orbital gap (spin up / spin down) is 10.66 / 5.91 eV. The calculation puts the LUMO energy (spin up / spin down) at -4.45 / -9.20 eV.

---

9.
A cluster of 2 separate species, C11H14N2O in total in a non-equilibrium geometry. Source: OMol25; level of theory: the ωB97M-V functional and the def2-TZVPD basis.

```
! RIJCOSX wB97M-V def2-TZVPD def2/J DEFGRID3
* xyz 0 1
O -1.86320 -1.46756 -2.30869
N -2.00949 0.28633 1.96079
N -1.90798 1.85088 3.50531
C 1.45240 0.19821 -2.51542
C 0.33850 -2.35008 -1.94822
C 1.65557 -2.02880 -1.65281
C 3.69183 -0.49451 -1.72358
C 0.48239 2.47704 3.49485
C -0.65016 1.70453 2.94222
C 0.06062 -0.05311 -2.60540
C -2.67592 0.96415 2.94148
C -0.48264 -1.28560 -2.30939
C 2.24675 -0.83574 -2.01037
C -0.70473 0.70904 2.01445
H 2.23295 -2.74548 -1.07823
H 0.09616 0.31201 1.41662
H 0.43034 2.47339 4.58484
H 1.80693 1.14432 -2.89090
H 4.29733 -1.40332 -1.80033
H -3.67423 0.70970 3.25083
H -0.62416 0.73987 -2.88912
H -2.30820 -0.42798 1.30504
H -2.19630 -0.55617 -2.24408
H 3.72810 -0.22587 -0.66925
H 0.34967 3.53307 3.20710
H 4.15791 0.32164 -2.26541
H 0.10137 -3.37268 -1.70094
H 1.50817 2.30510 3.19579
*
```

The HOMO energy is -8.521 eV. The value obtained for the frontier orbital gap is 9.07 eV. The structure (SMILES) is Cc1ccc(O)cc1.Cc1c[nH]cn1. The calculation puts the LUMO energy at 0.55 eV.

---

10.
A structure of composition C16H13Cl2NdO3PTb in a non-equilibrium geometry. Source: OMol25; level of theory: the ωB97M-V functional and the def2-TZVPD basis.

```
! RIJCOSX wB97M-V def2-TZVPD def2/J DEFGRID3
* xyz 4 10
Tb 4.52902 2.61522 -2.22486
Nd -0.05061 0.50117 -2.10807
Cl 1.30983 -0.71244 -3.84257
Cl 3.57946 3.30592 -0.11154
P 0.73862 -0.27206 0.48200
O -2.48066 -1.73399 -3.36463
O 3.79386 5.74918 -3.63889
O 2.75968 2.72086 -5.29761
C -1.77694 -0.91015 -2.95184
C -0.31072 0.79326 1.51486
C 2.10408 -0.79752 1.51465
C -0.94435 -3.53118 -1.37788
C 3.22686 2.58221 -4.23689
C -2.11665 -3.29011 0.72398
C -0.29918 -1.79065 0.19053
C -1.54936 1.18414 3.56528
C -1.92852 -3.96425 -0.49079
C -0.59811 0.44310 2.84847
C -0.12682 -2.45361 -1.03915
C -0.90705 1.93605 0.94152
C 4.12888 4.78464 -3.07006
C -2.20358 2.26447 2.96408
C -1.88150 2.63760 1.65559
C -1.30372 -2.20876 1.07197
H -1.47943 -1.67288 2.00097
H 2.70907 -1.52787 0.96000
H -2.54818 -4.82280 -0.76004
H 0.66339 -2.11085 -1.73235
H -2.90854 -3.61926 1.39286
H -0.08807 -0.41619 3.31063
H 2.72240 0.08077 1.74302
H -2.96687 2.80892 3.51561
H -2.41596 3.46184 1.18835
H -0.56166 2.31798 -0.04203
H -0.80196 -4.00985 -2.34816
H -1.76624 0.90830 4.60396
H 1.74953 -1.25118 2.44905
*
```

The HOMO energy (spin up / spin down) is -19.784 / -19.784 eV. The value obtained for the frontier orbital gap (spin up / spin down) is 2.20 / 4.00 eV. The calculation puts the LUMO energy (spin up / spin down) at -17.58 / -15.79 eV.

---

11.
The molecule C4H4ClNO2S in a non-equilibrium geometry. Source: OMol25; level of theory: the ωB97M-V functional and the def2-TZVPD basis.

```
! RIJCOSX wB97M-V def2-TZVPD def2/J DEFGRID3
* xyz 0 1
Cl -1.55269 2.30598 1.17111
S 0.52584 1.18617 -0.80151
O 0.40045 0.19766 -1.84774
O -0.06962 2.63889 -1.24982
N -1.21241 -0.15338 0.90015
C -0.86599 -1.45348 0.63240
C -0.86988 0.93977 0.37242
C 0.42097 -1.56462 0.29985
C 1.68158 -1.47385 0.28668
H 2.10065 -1.40919 -0.64025
H 2.26338 -1.82219 1.19624
H -1.68389 -2.13463 0.48218
H -1.13838 2.74289 -0.80172
*
```

The HOMO energy is -8.881 eV. The value obtained for the frontier orbital gap is 8.47 eV. The calculation puts the LUMO energy at -0.41 eV.

---

12.
A cluster of 2 separate species, C2H2ClN2O2 in total in a non-equilibrium geometry. Source: OMol25; level of theory: the ωB97M-V functional and the def2-TZVPD basis.

```
! RIJCOSX wB97M-V def2-TZVPD def2/J DEFGRID3
* xyz -1 1
Cl 1.43225 1.61039 0.10074
O 1.16996 -1.40046 -0.89000
O 0.73068 -1.95876 1.28038
N -1.29610 0.74165 -1.32381
N -1.51932 0.71869 -0.11499
C 0.90497 -1.13173 0.30309
C 0.54144 0.27377 0.76681
H 0.19740 0.27223 1.75258
H -2.16127 0.87421 -1.87478
*
```

The HOMO energy (spin up / spin down) is -4.251 / -3.804 eV. The value obtained for the frontier orbital gap (spin up / spin down) is 7.92 / 7.48 eV. The calculation puts the LUMO energy (spin up / spin down) at 3.67 / 3.68 eV.

---

| no. | E_tot (Eh) |
| --- | --- |
| 1 | -12963.5055 |
| 2 | -342.6762 |
| 3 | -1624.9424 |
| 4 | -630.7031 |
| 5 | -368.4863 |
| 6 | -1382.5189 |
| 7 | -520.0361 |
| 8 | -288.6615 |
| 9 | -612.2882 |
| 10 | -3489.1417 |
| 11 | -1218.2613 |
| 12 | -797.5397 |